Computed, not measured: C14H38AlBNO5 as an isolated structure at a distorted geometry, with wB97M-V/def2-TZVPD.

ORCA input file:
```
! wB97M-V def2-TZVPD RIJCOSX def2/J DEFGRID3
* xyz -1 1
C 5.822 1.167 -0.283
C 4.550 1.831 -0.921
C 4.486 3.359 -0.650
C 4.612 1.550 -2.472
Al 3.445 -0.134 -2.787
B 1.419 0.272 -2.308
O 0.377 -0.429 -3.007
N 1.059 1.254 -1.235
C 0.325 0.641 -0.108
C 0.403 2.456 -1.761
H 6.646 1.893 -0.396
H 6.021 0.234 -0.828
H 5.661 0.926 0.781
H 3.685 1.312 -0.477
H 5.215 3.843 -1.321
H 3.469 3.699 -0.911
H 4.714 3.638 0.393
H 5.669 1.354 -2.740
H 4.199 2.430 -3.001
H 3.994 -1.224 -1.713
H 3.624 -0.707 -4.276
H 0.565 -0.446 -3.937
H 0.130 -0.420 -0.361
H 0.989 0.633 0.778
H -0.618 1.145 0.153
H -0.442 2.256 -2.449
H 1.178 3.084 -2.238
H 0.032 3.050 -0.905
C -5.371 2.073 -1.646
O -4.779 2.027 -0.360
C -5.147 0.868 0.375
C -4.075 -0.207 0.303
O -3.916 -0.706 -1.015
C -2.804 -0.123 -1.693
H -4.821 2.801 -2.242
H -5.332 1.105 -2.150
H -6.413 2.403 -1.567
H -6.108 0.479 0.026
H -5.267 1.176 1.418
H -4.386 -1.051 0.929
H -3.123 0.165 0.695
H -1.875 -0.586 -1.356
H -2.749 0.956 -1.536
H -2.922 -0.313 -2.759
C 0.893 -2.521 2.389
O -0.455 -2.131 2.167
C -1.311 -3.232 1.904
C -2.085 -3.647 3.144
O -1.229 -4.148 4.162
C -0.936 -3.179 5.155
H 1.408 -1.688 2.868
H 0.967 -3.399 3.033
H 1.384 -2.726 1.432
H -0.743 -4.075 1.499
H -2.022 -2.908 1.138
H -2.768 -4.459 2.874
H -2.689 -2.815 3.519
H -1.781 -3.084 5.847
H -0.712 -2.203 4.719
H -0.063 -3.521 5.710
*
```

Values from the calculation:
**HOMO energy**: -3.8 eV
**HOMO-LUMO gap**: 6.269 eV

These are the natural (NBO) partial charges, in e, on atoms 1 to 8: -0.612 -0.216 -0.611 -0.926 0.771 0.661 -0.984 -0.801



Computed, not measured: C14H38BF3N2O6Pt as an isolated structure at a distorted geometry, with wB97M-V/def2-TZVPD.

ORCA input file:
```
! wB97M-V def2-TZVPD RIJCOSX def2/J DEFGRID3
* xyz 0 3
Pt -0.751 0.215 -1.230
C 0.968 -1.650 1.246
O 1.569 -0.723 2.180
O 0.318 -1.032 0.298
C 2.070 -2.625 0.799
F 1.643 -3.254 -0.335
F 3.221 -2.033 0.452
F 2.349 -3.595 1.666
C 1.497 -1.136 3.543
C 2.338 -0.212 4.394
H 2.440 -0.605 5.406
H 3.334 -0.108 3.961
H 1.905 0.787 4.474
H 1.926 -2.140 3.602
H 0.451 -1.108 3.871
H 0.230 -2.270 1.808
B -1.960 1.537 -2.907
H -0.852 1.126 -3.145
H -1.855 2.509 -2.192
H -2.485 1.913 -3.913
H -2.650 0.698 -2.397
C -3.869 0.155 1.464
C -2.399 0.478 1.455
O -1.991 1.269 0.342
O -4.213 -0.607 0.302
H -4.483 1.056 1.545
H -4.015 -0.496 2.333
H -1.765 -0.410 1.473
H -2.150 0.949 2.418
H -2.512 2.080 0.322
H -4.983 -1.135 0.531
C -2.392 -3.607 -3.024
C -1.406 -2.784 -2.213
C -0.143 -2.471 -3.037
O 0.302 -1.137 -2.848
C 1.707 -0.991 -2.724
N -2.068 -1.565 -1.660
H -1.928 -4.495 -3.452
H -2.896 -2.979 -3.762
H -3.223 -3.950 -2.398
H -1.121 -3.310 -1.300
H -0.392 -2.523 -4.102
H 0.616 -3.200 -2.751
H 1.933 0.068 -2.627
H 2.178 -1.438 -3.605
H 2.137 -1.471 -1.842
H -2.789 -1.228 -2.298
H -2.637 -1.886 -0.879
C 3.050 2.452 -0.134
C 1.690 1.871 0.246
C 1.019 2.321 1.518
O 0.509 3.661 1.524
C 1.481 4.669 1.695
N 0.728 1.924 -0.909
H 3.816 2.127 0.577
H 3.075 3.534 -0.211
H 3.403 1.922 -1.024
H 1.922 0.827 0.469
H 1.662 2.152 2.387
H 0.114 1.729 1.651
H 2.068 4.550 2.606
H 0.917 5.607 1.781
H 2.022 4.887 0.772
H 1.250 2.461 -1.600
H 0.070 2.644 -0.595
*
```

Values from the calculation:
**HOMO energy (alpha / beta)**: -7.1 / -7.8 eV
**Energy relative to the best compared isomer or geometry (same formula, charge and spin)**: 20.6 kcal/mol
**HOMO-LUMO gap (alpha / beta)**: 7.427 / 8.065 eV
**⟨S²⟩**: 2.004

These are the natural (NBO) partial charges, in e, on atoms 1 to 8: 1.330 0.343 -0.586 -0.917 0.918 -0.355 -0.330 -0.326



Number 1: molar mass 338.25 g/mol, energy -34133.70265 eV. Number 2: molar mass 593.35 g/mol, energy -42469.69132 eV.